No. 1
13
Properties=species:S:1:pos:R:3 method="wB97M-V/def2-TZVPD" lumo_energy_ev=-6.5 total_charge=+1 smiles="C/C=[N+]1/C=CN=N1" homo_lumo_gap_ev=9.081
C -0.347 1.885 1.148
C -0.075 1.140 -0.105
N 0.049 -0.172 -0.179
C 0.386 -1.024 -1.242
C 0.435 -2.272 -0.765
N -0.060 -2.222 0.565
N -0.227 -1.087 0.945
H -1.364 2.111 1.042
H -0.466 1.095 1.989
H 0.322 2.736 1.203
H -0.059 1.524 -1.167
H 0.650 -0.521 -2.102
H 0.756 -3.191 -1.330


No. 2
15
Properties=species:S:1:pos:R:3 method="wB97M-V/def2-TZVPD" lumo_energy_ev="-3.6 / -9.0" total_charge=+1 spin_multiplicity=3 homo_lumo_gap_ev="9.443 / 6.402"
C -2.238 -0.803 -1.326
C -0.477 0.662 -1.783
C -0.991 -0.204 -0.767
C 1.480 -0.217 1.876
N -2.373 -0.322 -2.510
N -1.383 0.523 -2.772
N -0.373 -0.477 0.390
O -0.814 -1.308 1.323
O 0.805 0.092 0.590
H -3.121 -1.380 -0.911
H 0.459 1.160 -1.827
H 2.214 -0.956 1.604
H 0.679 -0.680 2.483
H 1.991 0.556 2.320
H -1.370 0.764 -3.838


No. 3
17
Properties=species:S:1:pos:R:3 method="wB97M-V/def2-TZVPD" lumo_energy_ev="-15.9 / -16.6" total_charge=+3 spin_multiplicity=2 homo_lumo_gap_ev="6.363 / 5.722"
Tc 0.441 -1.127 -0.991
N 0.118 0.439 2.663
C 0.154 0.327 1.385
O 0.501 -0.852 0.875
C -0.160 1.380 0.383
C 0.491 0.967 -0.934
H 0.321 -0.350 3.275
H -0.102 1.328 3.106
H 0.202 2.364 0.697
H -1.250 1.454 0.305
H 1.539 1.246 -1.024
H -0.059 1.242 -1.841
O 3.359 -1.578 -1.362
N 2.294 -1.347 -1.168
S -3.898 -2.307 -2.263
C -2.506 -1.795 -1.752
N -1.445 -1.391 -1.352


No. 4
14
Properties=species:S:1:pos:R:3 method="wB97M-V/def2-TZVPD" lumo_energy_ev="-1.1 / -0.1" homo_lumo_gap_ev="6.630 / 8.357"
C 1.838 0.480 -0.074
C 0.201 -2.488 -0.095
C 0.622 -0.137 0.350
C -0.540 0.445 -0.525
N 2.746 0.985 -0.518
N 0.859 -1.593 0.371
N -0.663 1.665 0.138
P -2.177 -0.367 -0.387
H 0.187 -3.527 -0.344
H 0.509 -0.002 1.476
H -0.092 0.566 -1.512
H -1.530 2.135 -0.141
H 0.173 2.243 0.160
H -2.134 -0.403 1.101


Per-record energy relative to the best compared isomer or geometry (same formula, charge and spin), eV: 3.262; 3.595; 1.184; 2.504